The following is a DFT calculation (the ωB97M-V functional and the def2-TZVPD basis) of a structure of composition C22H41IrNPS4Sb.

Geometry as XYZ:
```
71
Properties=species:S:1:pos:R:3:forces:R:3
Ir -1.6143 -0.2534 0.5204 -0.06 -0.09 -0.13
C -3.2543 2.8129 4.7226 0.00 -0.01 0.00
C -2.4246 2.6215 3.4497 0.01 -0.01 0.00
C -1.2798 3.6257 3.3909 0.00 -0.01 -0.01
C -1.9731 1.1840 3.3283 -0.06 0.01 0.00
C -0.6812 0.7593 3.5738 0.03 -0.03 0.02
C -0.3137 -0.5813 3.4041 -0.01 0.02 0.03
C -1.2303 -1.5425 3.0096 -0.06 -0.03 0.02
C -0.8552 -2.9885 2.8413 -0.01 0.01 0.00
C -2.5587 -1.1185 2.7654 0.17 0.01 0.02
C -2.9078 0.2201 2.9102 -0.04 0.00 0.03
H -3.6382 3.8320 4.7789 0.00 0.01 0.00
H -2.6406 2.6295 5.6072 0.00 0.00 0.01
H -4.1030 2.1292 4.7533 -0.01 -0.01 0.00
H -3.0788 2.8036 2.5894 0.01 0.00 0.00
H -0.6370 3.5523 4.2709 0.00 0.00 0.01
H -1.6773 4.6402 3.3637 0.00 0.01 0.00
H -0.6637 3.4795 2.5016 0.00 0.00 0.00
H 0.0741 1.4691 3.8844 0.00 0.00 -0.01
H 0.7124 -0.8769 3.5908 0.01 0.00 0.00
H -0.9325 -3.2925 1.7948 -0.01 -0.01 -0.01
H -1.5274 -3.6315 3.4102 0.00 0.00 0.02
H 0.1641 -3.1714 3.1790 0.01 0.00 -0.01
H -3.3143 -1.8434 2.4947 0.01 0.00 -0.03
H -3.9307 0.5177 2.7080 0.02 0.00 -0.02
S -3.8729 -0.3092 -3.7136 0.01 0.03 0.00
Sb -4.3983 -0.3321 -1.5406 -0.06 -0.05 -0.07
S -2.9582 1.2874 -0.2699 0.05 0.01 0.03
S -2.9447 -1.8862 -0.3218 -0.10 -0.05 0.02
S -6.4278 -0.2465 -0.6225 -0.02 0.01 0.00
C 3.9277 0.0341 -1.3725 0.02 -0.03 0.03
C 2.7139 -0.2731 -0.4870 -0.02 -0.04 0.01
C 2.9271 -1.6302 0.2031 0.05 0.04 0.00
C 2.6380 0.7697 0.6426 0.00 -0.02 0.01
P 1.0930 -0.3301 -1.4384 -0.05 -0.33 -0.23
N 0.0168 -0.2373 -0.2520 0.16 0.46 0.30
C 0.9049 -1.9556 -2.3570 -0.06 0.01 -0.03
C 2.1485 -2.3658 -3.1524 0.01 0.01 -0.05
C 0.5415 -3.0697 -1.3586 0.07 -0.02 -0.02
C -0.2914 -1.8475 -3.3204 0.01 0.04 0.07
C 0.9641 1.1186 -2.6129 0.03 0.04 0.06
C 1.4147 2.3867 -1.8713 0.00 0.01 -0.02
C -0.4985 1.3442 -3.0214 0.04 0.01 -0.02
C 1.8169 0.9455 -3.8751 0.00 0.02 -0.02
H 4.8272 -0.0663 -0.7605 0.01 -0.01 0.01
H 3.9098 1.0532 -1.7545 0.03 -0.06 0.00
H 4.0258 -0.6499 -2.2142 0.00 -0.01 0.01
H 3.7817 -1.5323 0.8755 0.01 0.01 0.01
H 3.1575 -2.4282 -0.4983 0.00 0.01 0.02
H 2.0592 -1.9168 0.7982 0.01 0.02 0.01
H 3.5173 0.6307 1.2757 0.03 0.01 0.00
H 1.7473 0.6301 1.2535 0.01 -0.01 -0.01
H 2.6562 1.7929 0.2824 -0.03 0.02 -0.01
H 2.9930 -2.6147 -2.5129 0.03 -0.01 0.00
H 2.4652 -1.6040 -3.8645 0.00 -0.06 0.03
H 1.8994 -3.2630 -3.7237 0.00 -0.01 0.00
H 1.3599 -3.3494 -0.7014 -0.05 0.00 -0.02
H 0.2707 -3.9529 -1.9409 0.00 0.00 -0.01
H -0.3242 -2.7968 -0.7593 -0.02 0.00 -0.01
H -0.0796 -1.2222 -4.1843 -0.01 0.02 -0.01
H -1.1990 -1.4862 -2.8317 0.04 -0.01 -0.04
H -0.5045 -2.8506 -3.6952 -0.01 -0.01 0.01
H 0.8923 2.5063 -0.9218 -0.02 0.00 0.00
H 1.1644 3.2432 -2.4993 0.00 0.01 -0.01
H 2.4889 2.4136 -1.6996 -0.05 0.04 0.03
H -1.1653 1.3774 -2.1668 -0.03 0.01 0.08
H -0.8827 0.6060 -3.7132 -0.04 -0.08 -0.02
H -0.5555 2.3158 -3.5163 0.01 0.02 -0.03
H 2.8705 0.7660 -3.6656 -0.02 0.01 -0.01
H 1.7486 1.8723 -4.4493 0.00 0.02 0.00
H 1.4466 0.1458 -4.5135 0.00 0.03 0.00
```
Forces are in eV/Å.

The gap between HOMO and LUMO (spin up / spin down) comes out at 6.481 / 5.848 eV. Its spin multiplicity is 2. The total charge is 0.

Mulliken population analysis, charges in e, atoms 1 to 2: 1.8291, -1.4742

=====

The following is a DFT calculation (the ωB97M-V functional and the def2-TZVPD basis) of a structure of composition C13H18N4OS at a distorted geometry.

Geometry as XYZ:
```
37
Properties=species:S:1:pos:R:3:forces:R:3
C 2.6244 2.3484 0.9480 -0.14 -0.09 -0.21
H 1.7437 2.6060 1.5302 -0.06 0.06 0.08
H 3.3541 1.8705 1.5938 0.08 -0.04 0.10
H 3.0606 3.2694 0.5693 0.08 0.11 -0.01
C 2.2226 1.4662 -0.2367 0.14 0.31 -0.14
N 1.2400 0.4330 0.1047 -0.10 0.04 0.03
C -0.0483 0.7325 -0.2574 0.07 -0.17 0.02
O -0.3842 1.8470 -0.6052 -0.29 0.36 -0.12
N -0.9360 -0.3338 -0.2223 0.28 -0.34 0.06
C -2.3158 -0.2998 -0.3879 -0.35 -0.74 -0.18
C -2.9633 -1.4960 -0.6108 0.65 0.33 0.08
C -4.3562 -1.4911 -0.7418 -0.99 0.30 -0.04
N -5.1567 -2.5363 -0.9615 0.05 -0.62 -0.08
S -6.6765 -2.0061 -1.0348 1.01 0.61 0.19
N -6.4029 -0.4400 -0.7918 -0.62 0.36 -0.02
C -5.0923 -0.2565 -0.6417 -0.19 -1.02 -0.17
C -4.4044 0.9471 -0.4078 0.42 0.25 0.10
C -3.0472 0.9138 -0.2824 -0.49 0.55 0.03
H -2.4949 1.8229 -0.1147 -0.03 0.03 0.01
H -4.9559 1.8699 -0.3298 -0.01 0.13 0.02
H -2.4254 -2.4292 -0.6857 0.10 -0.09 -0.01
H -0.5497 -1.2636 -0.2793 0.03 0.18 0.05
C 1.5620 -0.8130 0.7931 0.11 -0.36 0.06
C 2.5675 -0.6572 1.9333 -0.26 0.02 -0.11
H 2.6328 -1.6058 2.4622 0.03 -0.07 0.04
H 3.5599 -0.4060 1.5751 0.12 0.05 -0.01
H 2.2343 0.1018 2.6347 0.03 0.07 0.10
C 2.0183 -1.9171 -0.1734 -0.16 0.09 0.22
H 1.9325 -2.8881 0.3095 0.03 -0.13 0.02
H 3.0541 -1.7754 -0.4652 0.11 0.01 -0.07
H 1.4123 -1.9240 -1.0773 -0.05 -0.04 -0.11
H 0.6322 -1.1372 1.2776 0.20 0.07 -0.11
C 3.4406 0.9223 -0.9776 -0.23 0.05 0.07
H 4.0964 0.3478 -0.3297 0.11 -0.09 0.03
H 4.0105 1.7622 -1.3676 0.09 0.06 -0.03
H 3.1337 0.3019 -1.8157 0.03 -0.07 -0.10
H 1.6774 2.1134 -0.9336 0.19 -0.18 0.19
```
Forces are in eV/Å.

The gap between HOMO and LUMO comes out at 7.955 eV. The total charge is 0.

Mulliken population analysis, charges in e, atoms 1 to 2: -1.5229, 0.3643

=====

The following is a DFT calculation (the ωB97M-V functional and the def2-TZVPD basis) of the ion C6H13O5P3 with charge -2 at a distorted geometry.

Geometry as XYZ:
```
27
Properties=species:S:1:pos:R:3:forces:R:3
C -1.9581 -1.5407 -1.9928 -0.96 0.49 -0.34
P -2.3398 -1.3072 -0.3360 -1.20 -1.02 0.92
O -1.8549 -2.1943 0.7582 1.49 -1.00 -0.17
O -4.0047 -1.4638 0.0845 -0.14 0.88 -1.07
P -5.1911 -0.3971 -0.2562 -0.25 -0.92 0.60
O -6.1243 -0.7034 1.0942 0.94 1.51 1.87
O -4.6113 0.9583 0.3153 0.83 1.19 -0.52
P -3.1462 1.7430 -0.5115 -1.47 -1.62 -0.33
O -2.9497 2.9903 0.2849 0.35 0.80 0.77
C -2.0241 0.3579 0.1966 -1.03 1.49 2.17
C -0.7078 0.9503 -0.1475 0.95 1.44 -1.55
C 0.5183 0.1639 0.3487 -0.14 2.59 3.22
C 1.9134 0.8317 0.0112 -1.53 0.15 3.79
C 3.0588 -0.0869 0.3906 -0.36 0.87 -1.57
H -2.1142 -2.5676 -2.3027 0.29 -0.60 0.29
H -2.7095 -1.0073 -2.6328 0.67 0.27 0.52
H -5.6257 -0.1460 1.8301 -1.38 -1.68 -2.05
H -2.1126 0.4030 1.3918 -0.16 -0.35 -2.46
H -0.6771 1.0416 -1.3144 0.18 -0.01 1.81
H -0.8656 2.0079 0.2969 1.34 -1.28 -0.73
H 0.3756 -0.8636 0.1127 0.44 -0.91 -0.64
H 0.3912 0.1983 1.5171 0.35 -0.32 -1.77
H 1.7348 1.2250 -0.9069 0.52 0.72 -3.36
H 2.0963 1.7688 0.6789 -0.82 -1.23 -1.03
H 3.9949 0.2018 -0.1070 -0.04 -0.31 0.32
H 2.7697 -1.1026 0.2209 0.23 -0.75 -0.27
H 3.0599 0.1097 1.4232 0.88 -0.39 1.55
```
Forces are in eV/Å.

The gap between HOMO and LUMO comes out at 5.826 eV. The SMILES is C=[P@]1([O-])OP(O)OP([O-])[C@@H]1CCCC. The total charge is -2.

Mulliken population analysis, charges in e, atoms 1 to 2: -1.3476, 1.1100

=====

The following is a DFT calculation (the ωB97M-V functional and the def2-TZVPD basis) of a cluster of 2 separate species, C14H27ClFN3O2 in total at a distorted geometry.

Geometry as XYZ:
```
48
Properties=species:S:1:pos:R:3:forces:R:3
C -1.6896 5.5068 -1.7391 -0.07 0.02 -0.30
C -0.5793 4.9265 -0.9017 -0.34 0.51 0.08
O -0.1267 3.7115 -1.5312 0.67 -0.28 0.73
C 0.9553 3.1806 -0.9003 0.12 0.71 0.35
C 1.3862 1.9324 -1.5277 -0.19 -0.01 0.06
C 2.6832 1.5457 -1.3280 0.20 -0.65 -0.31
N 3.2726 0.4720 -1.8879 -0.31 0.50 0.38
C 4.6920 0.2348 -1.7210 0.29 -0.09 -0.06
C 2.5653 -0.4198 -2.7801 0.13 -0.12 -0.22
O 1.5061 3.7173 0.0513 -0.53 -0.67 -0.76
H -2.1304 6.3610 -1.2229 0.03 -0.04 -0.01
H -1.3045 5.8599 -2.7007 -0.10 -0.09 0.11
H -2.4795 4.7737 -1.9276 0.09 0.08 0.04
H 0.2524 5.6393 -0.8238 -0.17 -0.34 0.08
H -0.9397 4.6871 0.1085 0.24 0.05 -0.18
H 0.7764 1.5401 -2.3295 0.06 0.05 0.02
H 3.3265 2.1414 -0.6749 -0.29 -0.15 -0.11
H 5.0934 0.9863 -1.0376 0.07 -0.19 -0.15
H 4.8615 -0.7692 -1.3099 0.01 0.20 -0.04
H 5.2158 0.2966 -2.6865 -0.12 0.06 0.27
H 1.4889 -0.3631 -2.6010 0.18 -0.04 -0.04
H 2.7676 -0.1748 -3.8347 -0.13 -0.03 0.26
H 2.9161 -1.4446 -2.6039 -0.08 0.17 -0.06
Cl -1.8278 -5.4397 2.7128 -0.24 0.90 -0.06
C -2.5409 -3.7986 2.7878 -0.15 -1.29 0.31
N -1.7814 -2.7986 1.9719 0.15 0.17 -0.12
C -0.3535 -2.6241 2.4717 -0.97 -1.28 0.90
C 0.3324 -1.5662 1.6665 0.74 1.07 -0.75
N -0.6470 -1.0304 0.6835 0.37 0.61 -0.46
F 0.0504 0.0636 -0.1113 -0.31 -0.71 0.52
C -1.8180 -0.4109 1.3602 0.62 1.00 -0.67
C -2.5057 -1.4872 2.1425 -0.84 -0.99 0.83
C -1.0670 -2.0863 -0.2768 0.72 1.05 -0.84
C -1.7793 -3.1527 0.4914 -0.90 -1.26 1.09
H -3.5712 -3.8637 2.4067 0.43 0.14 0.07
H -2.5414 -3.4803 3.8377 0.06 0.03 -0.36
H -0.4334 -2.3515 3.5322 0.06 -0.11 -0.27
H 0.1265 -3.6072 2.3994 -0.07 0.30 0.02
H 0.6625 -0.7283 2.2889 0.04 -0.14 -0.23
H 1.1775 -1.9690 1.1010 -0.11 0.23 0.08
H -1.4435 0.3854 2.0105 -0.04 -0.04 -0.28
H -2.4687 0.0050 0.5862 0.24 0.07 0.11
H -3.5351 -1.6595 1.8034 0.24 0.16 0.12
H -2.5194 -1.2809 3.2193 -0.05 0.05 -0.27
H -1.7173 -1.6124 -1.0190 0.24 -0.07 0.08
H -0.1626 -2.4678 -0.7604 -0.18 0.21 0.02
H -1.3109 -4.1403 0.4053 -0.11 0.28 -0.04
H -2.8346 -3.2400 0.1987 0.31 -0.03 0.06
```
Forces are in eV/Å.

The gap between HOMO and LUMO comes out at 5.081 eV. The total charge is +2.

Mulliken population analysis, charges in e, atoms 1 to 2: -1.2150, -0.1475

=====

The following is a DFT calculation (the ωB97M-V functional and the def2-TZVPD basis) of the ion C3H7N2O3 with charge +1 at a distorted geometry.

Geometry as XYZ:
```
15
Properties=species:S:1:pos:R:3:forces:R:3
C 2.2533 -0.6987 -0.2196 1.02 -1.13 1.19
N 1.3683 0.5070 0.1218 -0.35 -0.59 -1.73
C -0.0938 -0.0309 0.2712 -4.44 1.64 -0.26
O -0.2981 -1.0994 0.7755 1.57 0.77 -0.28
C -1.3195 0.8890 -0.2210 4.22 -2.05 1.19
N -2.5708 0.5017 -0.1037 0.01 -2.03 0.77
O -3.5615 1.0940 -0.3986 0.37 0.33 -0.15
O -2.8057 -0.7490 0.3621 -4.51 1.08 -1.07
H 2.6106 -1.2377 0.7853 -0.78 1.42 -2.37
H 1.5660 -1.3803 -0.7412 0.75 0.07 0.02
H 3.1193 -0.3668 -0.8768 -1.16 -0.41 1.06
H 1.7393 0.9258 0.9872 -0.51 0.40 -0.46
H 1.3977 1.1371 -0.7415 -0.04 -0.46 1.85
H -1.2556 1.7878 -0.7267 0.70 1.73 -0.69
H -2.1494 -1.2797 0.7259 3.15 -0.78 0.93
```
Forces are in eV/Å.

The gap between HOMO and LUMO (spin up / spin down) comes out at 8.986 / 8.985 eV. The SMILES is C[NH2+]/C([O-])=C/[N+](=O)O. The total charge is +1.

Mulliken population analysis, charges in e, atoms 1 to 2: -0.7271, -0.1245

=====

The following is a DFT calculation (the ωB97M-V functional and the def2-TZVPD basis) of a structure of composition C28H29GdN3Si at a distorted geometry.

Geometry as XYZ:
```
62
Properties=species:S:1:pos:R:3:forces:R:3
C 1.7835 -1.6443 -2.1334 0.64 0.65 -0.79
C 1.2811 -0.3501 -2.4618 0.56 0.02 -0.45
C 2.1513 0.6373 -1.9109 0.48 -0.57 -1.02
H 0.4927 -0.1359 -3.1898 0.11 -0.06 0.67
C 3.2106 -0.0268 -1.2531 0.56 -0.33 -1.39
C 2.9798 -1.4649 -1.3898 0.88 0.37 -1.23
H 3.6099 -2.2851 -1.0333 -0.31 0.45 -0.14
H 1.3913 -2.6040 -2.4995 0.12 0.57 0.42
H 2.0687 1.7186 -2.0485 -0.11 -0.53 0.18
H 3.9845 0.5136 -0.6933 -0.28 -0.47 -0.40
Gd 1.4396 -0.5996 0.1801 -3.17 0.12 2.59
C -4.6589 2.9789 0.6357 -0.20 0.11 0.08
H -3.7736 3.3218 1.1742 -0.06 -0.06 -0.09
H -4.7426 3.5124 -0.3146 0.05 -0.11 0.14
H -4.5929 1.9059 0.4504 0.03 0.12 -0.02
Si -1.3683 0.5687 -0.6951 -0.23 0.36 0.32
C -2.5761 -0.6870 -1.3725 -0.01 -0.46 0.22
C -2.2543 -1.4444 -2.5127 -0.51 -0.36 0.20
H -1.2716 -1.3473 -2.9820 -0.42 0.06 0.04
C -3.1680 -2.3766 -3.0185 0.22 0.06 -0.05
H -2.9102 -2.9476 -3.9021 0.03 0.01 -0.01
C -4.3993 -2.5976 -2.4025 0.30 0.47 0.13
H -5.1100 -3.3214 -2.8098 0.29 0.26 0.18
C -4.7003 -1.8627 -1.2571 -0.06 0.09 0.23
H -5.6460 -2.0337 -0.7573 0.00 0.03 0.02
C -3.8081 -0.9209 -0.7293 0.24 -0.41 -0.45
H -4.0448 -0.3963 0.2010 -0.04 -0.10 -0.40
C -1.2428 1.9768 -1.8805 0.45 0.41 -0.66
C -2.0793 2.0583 -3.0071 0.60 0.27 -0.09
H -2.8594 1.3084 -3.1665 0.26 0.30 0.02
C -1.8730 3.0723 -3.9514 -0.23 -0.10 0.09
H -2.5086 3.1077 -4.8262 -0.05 0.04 -0.02
C -0.8690 4.0234 -3.7938 -0.05 -0.35 0.31
H -0.7212 4.8134 -4.5313 -0.03 -0.29 0.19
C -0.0532 3.9454 -2.6651 0.09 0.08 0.32
H 0.7475 4.6639 -2.5332 -0.05 0.05 0.01
C -0.2393 2.9514 -1.7034 -0.36 -0.11 -0.63
H 0.4232 2.8994 -0.8312 -0.23 0.09 -0.28
H -2.0707 1.2577 0.4304 0.08 -0.37 0.35
H -5.5481 3.1841 1.2408 0.17 -0.03 -0.13
N 2.5706 -1.3211 3.7583 -0.29 0.20 0.16
C 1.2298 -0.9262 3.6831 -0.25 -0.21 -0.67
C 0.5386 -0.7762 4.9014 0.15 -0.14 0.21
C -0.8165 -0.4810 4.9187 0.66 -0.02 -0.59
C -1.4688 -0.3671 3.6840 0.22 -0.12 -0.15
C -0.7427 -0.5871 2.5197 0.07 0.28 0.47
N 0.6085 -0.7962 2.4915 -0.47 -0.36 1.15
C 3.6802 -1.4344 2.9092 0.16 0.08 -0.28
C 4.8570 -1.8398 3.5822 0.53 -0.05 -0.38
C 6.0668 -1.9917 2.9068 -1.11 0.15 0.09
C 6.0514 -1.7060 1.5391 -0.60 0.10 0.35
C 4.8601 -1.2863 0.9631 0.54 -0.31 0.13
N 3.6477 -1.1657 1.5787 0.82 -0.14 1.34
H 2.8190 -1.5312 4.7174 0.03 0.09 -0.27
H 1.1076 -0.9282 5.8208 -0.30 0.15 -0.17
H -1.3514 -0.3492 5.8570 0.16 -0.02 -0.21
H -2.5190 -0.0985 3.6486 0.12 -0.23 -0.18
H -1.2532 -0.5789 1.5480 0.34 0.09 0.54
H 4.8019 -2.0274 4.6469 0.03 -0.03 -0.01
H 6.9678 -2.3188 3.4250 -0.28 0.11 -0.12
H 6.9380 -1.8120 0.9339 -0.01 0.11 -0.09
H 4.9323 -1.0500 -0.0895 -0.30 -0.04 0.21
```
Forces are in eV/Å.

The gap between HOMO and LUMO (spin up / spin down) comes out at 6.467 / 6.966 eV. Its spin multiplicity is 8. The total charge is +1.

Mulliken population analysis, charges in e, atoms 1 to 2: -1.0381, -0.2319